Record 1
The following is a DFT calculation (ωB97M-V/def2-TZVPD) of C29H42AlF3O17S as an isolated structure at a distorted geometry.

Last column: Mulliken charge in e.
CARTESIAN COORDINATES (ANGSTROEM)
1 Al 8.706 26.373 -5.374  1.084
2 C 9.869 29.832 -1.549  0.124
3 F 8.896 30.507 -2.170  -0.160
4 F 10.600 30.693 -0.813  -0.194
5 F 9.320 29.012 -0.656  -0.096
6 S 10.999 28.858 -2.773  0.012
7 O 11.700 29.852 -3.603  -0.008
8 O 11.938 28.196 -1.858  -0.378
9 O 10.110 27.962 -3.482  0.048
10 O 7.200 33.677 1.965  -0.467
11 C 7.798 32.592 2.192  0.393
12 O 8.263 32.306 3.439  -0.271
13 C 8.916 31.096 3.419  -0.564
14 C 9.225 30.791 1.968  0.274
15 C 8.122 31.505 1.211  -0.224
16 H 8.307 30.318 3.878  0.312
17 H 9.870 31.078 3.947  0.346
18 H 9.269 29.716 1.797  -0.080
19 H 10.217 31.193 1.761  0.152
20 H 7.218 30.905 1.112  0.276
21 H 8.350 31.773 0.179  0.196
22 O 16.949 29.583 -4.322  -0.526
23 C 15.843 29.928 -4.837  0.412
24 O 15.389 29.288 -5.866  -0.314
25 C 14.074 29.709 -6.157  -0.076
26 C 13.984 31.088 -5.532  0.407
27 C 14.875 30.968 -4.340  -0.227
28 H 13.311 29.037 -5.763  -0.176
29 H 13.912 29.646 -7.233  0.422
30 H 12.922 31.163 -5.296  -0.531
31 H 14.284 31.850 -6.251  0.548
32 H 14.342 30.564 -3.479  0.062
33 H 15.220 31.946 -4.002  0.557
34 O 11.474 25.481 -4.452  -0.563
35 C 12.619 25.597 -3.993  0.308
36 O 13.121 24.842 -2.995  -0.360
37 C 14.442 25.230 -2.639  -0.518
38 C 14.610 26.631 -3.239  -0.406
39 C 13.604 26.688 -4.326  1.245
40 H 15.206 24.552 -3.019  0.307
41 H 14.563 25.247 -1.556  0.272
42 H 15.633 26.706 -3.608  0.484
43 H 14.429 27.455 -2.549  0.070
44 H 14.036 26.648 -5.326  0.690
45 H 13.070 27.634 -4.234  -1.472
46 O 11.388 36.498 -5.804  -0.528
47 C 11.466 35.597 -4.932  0.499
48 O 12.211 34.501 -5.133  -0.365
49 C 12.481 33.734 -3.982  1.334
50 C 11.963 34.673 -2.856  -0.624
51 C 10.950 35.637 -3.489  -0.454
52 H 13.537 33.472 -3.930  0.009
53 H 11.928 32.799 -4.068  -0.736
54 H 12.851 35.194 -2.498  0.375
55 H 11.507 34.086 -2.060  0.270
56 H 11.004 36.671 -3.148  0.366
57 H 9.938 35.296 -3.271  0.265
58 O 12.423 29.332 3.180  -0.414
59 C 12.873 28.478 2.507  0.314
60 O 14.171 28.050 2.589  -0.362
61 C 14.458 27.030 1.663  -0.421
62 C 13.068 26.612 1.169  0.216
63 C 12.079 27.703 1.448  0.665
64 H 14.973 26.247 2.220  0.310
65 H 15.061 27.417 0.841  0.263
66 H 12.794 25.648 1.596  0.289
67 H 13.133 26.479 0.089  -0.419
68 H 11.131 27.324 1.830  0.135
69 H 11.881 28.239 0.520  -0.412
70 O 8.849 25.732 -2.553  -0.507
71 C 8.863 25.747 -1.344  0.083
72 O 7.727 25.639 -0.611  -0.357
73 C 8.036 25.602 0.789  -0.411
74 C 9.432 25.045 0.784  -0.585
75 C 10.121 25.610 -0.463  1.191
76 H 7.333 24.978 1.341  0.370
77 H 7.984 26.622 1.172  0.161
78 H 9.414 23.955 0.773  0.386
79 H 9.977 25.407 1.655  0.251
80 H 10.902 24.998 -0.913  0.320
81 H 10.545 26.604 -0.319  -0.792
82 O 8.947 29.551 -5.646  -0.421
83 C 8.749 30.739 -5.804  0.286
84 O 7.793 31.308 -6.540  -0.379
85 C 7.960 32.720 -6.725  -0.618
86 C 9.330 33.027 -6.066  -0.389
87 C 9.559 31.832 -5.152  1.107
88 H 7.126 33.235 -6.248  0.307
89 H 7.935 33.068 -7.757  0.317
90 H 9.302 33.953 -5.493  0.110
91 H 10.021 33.215 -6.888  0.342
92 H 9.121 32.074 -4.183  0.173
93 H 10.611 31.580 -5.013  -0.907

Cartesian forces (eV/Å) of the 3 atoms listed first:
0.59 0.27 0.86
0.63 0.17 0.05
0.44 -0.30 0.04

The energy comes out at -3348.7183 hartree. For the HOMO-LUMO gap, the calculation gives 1.6 eV. The value obtained for the LUMO energy is -13.0 eV. The charge is +2. As for the multiplicity: 1. The energy above the lowest of the compared OMol25 structures with the same formula, charge and spin is 29.2 kcal per mole.


Record 2
The following is a DFT calculation (ωB97M-V/def2-TZVPD) of C29H42BrCl2NORuS3Si2Te as an isolated structure at a distorted geometry.

Last column: Mulliken spin population.
CARTESIAN COORDINATES (ANGSTROEM)
1 Ru 0.615 0.403 -0.451  0.724
2 C 0.722 -2.802 -4.794  0.000
3 C -0.604 -2.150 -4.453  0.000
4 S -0.515 -0.866 -3.122  0.002
5 C -1.589 -1.652 -1.871  -0.024
6 C -0.941 -2.839 -1.187  -0.007
7 S 0.494 -2.352 -0.150  -0.036
8 C 1.802 -3.383 -0.908  0.001
9 C 2.148 -2.998 -2.337  0.004
10 S 1.266 -4.045 -3.570  0.000
11 H 1.509 -2.063 -4.924  0.000
12 H 0.615 -3.364 -5.724  0.000
13 H -1.329 -2.893 -4.128  0.000
14 H -0.991 -1.624 -5.327  0.001
15 H -2.514 -1.946 -2.369  0.000
16 H -1.795 -0.847 -1.152  0.010
17 H -0.557 -3.547 -1.921  0.001
18 H -1.653 -3.341 -0.529  -0.001
19 H 1.460 -4.415 -0.849  -0.002
20 H 2.657 -3.262 -0.242  -0.001
21 H 3.216 -3.135 -2.508  0.000
22 H 1.874 -1.961 -2.533  0.008
23 Cl 0.784 4.365 3.200  0.000
24 C 2.101 3.434 2.625  0.011
25 C 3.395 3.745 3.020  -0.001
26 C 4.464 2.989 2.587  0.002
27 Cl 6.049 3.390 3.109  0.000
28 C 4.268 1.879 1.729  -0.009
29 C 5.311 1.067 1.248  0.009
30 C 5.011 0.007 0.423  -0.001
31 C 3.678 -0.274 0.137  0.031
32 N 2.671 0.459 0.587  -0.009
33 C 2.945 1.554 1.335  0.011
34 C 1.824 2.361 1.744  -0.017
35 O 0.649 2.094 1.319  0.043
36 H 3.562 4.588 3.672  0.000
37 H 6.327 1.276 1.540  0.001
38 H 5.787 -0.625 0.024  -0.001
39 H 3.414 -1.145 -0.451  -0.020
40 C -4.514 0.515 -0.304  0.003
41 Si -3.546 2.073 0.232  0.001
42 C -4.752 3.451 0.754  0.001
43 C -2.364 2.478 -1.209  0.004
44 C -2.407 1.843 1.775  0.001
45 Te -1.062 0.187 1.733  0.194
46 C -2.603 -1.309 1.913  0.012
47 Si -2.148 -2.412 3.420  0.011
48 C -3.239 -3.971 3.356  0.002
49 C -0.327 -2.951 3.246  0.000
50 C -2.370 -1.276 4.931  0.005
51 H -5.091 0.732 -1.200  0.000
52 H -5.214 0.179 0.454  0.000
53 H -3.855 -0.315 -0.538  -0.001
54 H -5.380 3.760 -0.075  0.000
55 H -4.232 4.330 1.124  0.000
56 H -5.410 3.104 1.547  0.000
57 H -2.866 2.449 -2.172  0.000
58 H -1.527 1.752 -1.248  0.009
59 H -1.932 3.468 -1.103  -0.001
60 H -2.992 1.736 2.685  0.006
61 H -1.772 2.723 1.878  -0.004
62 H -2.689 -1.895 1.004  -0.001
63 H -3.550 -0.810 2.078  -0.003
64 H -3.074 -4.537 2.443  0.000
65 H -4.297 -3.740 3.412  0.000
66 H -3.003 -4.626 4.188  0.000
67 H -0.202 -3.697 2.467  0.001
68 H 0.032 -3.390 4.171  0.000
69 H 0.318 -2.107 3.009  -0.001
70 H -3.411 -1.009 5.081  0.001
71 H -1.811 -0.353 4.782  0.000
72 H -2.018 -1.730 5.851  0.000
73 Br 3.967 4.513 -4.573  0.001
74 C 2.886 3.331 -3.539  0.002
75 C 1.880 3.841 -2.737  0.001
76 C 1.105 2.972 -1.989  0.021
77 C 1.315 1.596 -2.045  0.098
78 C 2.349 1.110 -2.845  -0.080
79 C 3.137 1.969 -3.591  0.004
80 H 1.708 4.903 -2.695  0.000
81 H 0.331 3.390 -1.357  0.009
82 H 2.560 0.046 -2.912  -0.027
83 H 3.942 1.595 -4.205  0.001

Cartesian forces (eV/Å) of the 3 atoms listed first:
1.85 0.25 1.43
-0.02 -0.35 0.42
0.15 0.56 0.10

The energy comes out at -6890.8514 hartree. For the HOMO-LUMO gap (spin up / spin down), the calculation gives 5.5 / 5.2 eV. The value obtained for the LUMO energy (spin up / spin down) is -4.4 / -4.7 eV. The charge is +1. As for the multiplicity: 2. The energy above the lowest of the compared OMol25 structures with the same formula, charge and spin is 81.0 kcal per mole.


> Among the records above, which one has the lowest energy above the lowest of the compared OMol25 structures with the same formula, charge and spin?

C29H42AlF3O17S


> What is the charge in the first record?

+2


> Which of these has the highest multiplicity?

C29H42BrCl2NORuS3Si2Te